No. 1
Below is C4H6CoO as an isolated structure, with properties calculated with ωB97M-V/def2-TZVPD.

Geometry (Å):
1 H -1.7951 -0.0831 1.0224
2 C -1.1912 1.5261 -0.3576
3 C -1.0004 0.5606 0.5343
4 C 0.1578 -0.3256 0.6795
5 H -2.1078 2.1166 -0.3537
6 H -0.3663 1.8774 -0.9810
7 H 0.6191 -0.3697 1.6696
8 C 0.5223 -1.4653 -0.2801
9 O 1.2069 -0.2266 -0.4021
10 Co 3.0028 0.3468 -0.5304
11 H 1.1340 -2.2912 0.0891
12 H -0.1822 -1.6660 -1.0900

Results
net charge	+1
HOMO (alpha / beta)	-12.7235 / -14.2901	eV
relative energy (zero: lowest compared OMol25 entry of this formula, charge and spin)	0.0	kcal per mole
⟨S²⟩	6.003
spin multiplicity	5
gap between HOMO and LUMO (alpha / beta)	8.92 / 7.75	eV

Charges in e, computed with Löwdin, in the same order as the atoms: number 1, H, carries 0.15; number 2, C, carries 0.07; number 3, C, carries -0.14; number 4, C, carries -0.18; number 5, H, carries 0.08; number 6, H, carries 0.07; number 7, H, carries 0.15; number 8, C, carries -0.04; number 9, O, carries -0.39; number 10, Co, carries 0.96; number 11, H, carries 0.13; number 12, H, carries 0.14

---

No. 2
Below is C32H28N2O3PPd as an isolated structure, with properties calculated with ωB97M-V/def2-TZVPD.

Geometry (Å):
1 Pd -0.4294 -0.5188 0.1700
2 N -3.1102 0.3385 1.1909
3 P -1.5479 1.0046 1.2285
4 C -1.0683 1.2149 2.9384
5 C -1.4598 2.3524 3.6499
6 C -1.1305 2.4735 4.9893
7 C -0.4080 1.4675 5.6172
8 C -0.0187 0.3358 4.9151
9 C -0.3486 0.2039 3.5759
10 C -1.6544 2.6378 0.4977
11 C -0.5747 3.5075 0.6632
12 C -0.5796 4.7387 0.0305
13 C -1.6548 5.1033 -0.7697
14 C -2.7225 4.2353 -0.9460
15 C -2.7219 2.9979 -0.3201
16 C -3.3543 -0.7130 0.3377
17 C -4.6262 -1.2379 0.1093
18 C -4.7563 -2.2701 -0.7920
19 C -3.6392 -2.7609 -1.4650
20 C -2.4187 -2.1980 -1.1892
21 N -2.2780 -1.2034 -0.2955
22 H -3.8638 0.6803 1.7678
23 H -2.0076 3.1450 3.1552
24 H -1.4314 3.3532 5.5420
25 H -0.1446 1.5689 6.6618
26 H 0.5475 -0.4427 5.4082
27 H -0.0518 -0.6782 3.0241
28 H 0.2661 3.2206 1.2836
29 H 0.2545 5.4147 0.1614
30 H -1.6587 6.0678 -1.2598
31 H -3.5573 4.5216 -1.5715
32 H -3.5517 2.3186 -0.4687
33 H -5.4822 -0.8319 0.6294
34 H -5.7339 -2.6934 -0.9809
35 H -3.7177 -3.5643 -2.1813
36 H -1.5059 -2.5297 -1.6683
37 C -0.2498 1.1465 -4.4213
38 C 0.0821 0.1149 -3.3838
39 O -0.2505 0.2898 -2.2227
40 C 0.8149 -1.1220 -3.7991
41 C 1.3192 -1.9793 -2.8207
42 C 1.9848 -3.1376 -3.1777
43 C 2.1519 -3.4520 -4.5216
44 C 1.6615 -2.6035 -5.5020
45 C 0.9988 -1.4393 -5.1423
46 H -0.7645 1.9777 -3.9478
47 H -0.8846 0.7158 -5.1974
48 H 0.6611 1.5006 -4.9062
49 H 1.2125 -1.7261 -1.7745
50 H 2.3791 -3.7906 -2.4105
51 H 2.6720 -4.3583 -4.8027
52 H 1.7967 -2.8454 -6.5474
53 H 0.6226 -0.7808 -5.9134
54 O 1.1324 -2.1782 0.7686
55 C 1.8582 -1.1891 1.0175
56 O 1.4070 0.0015 0.7815
57 C 3.2147 -1.3252 1.5853
58 C 3.7216 -2.5978 1.8311
59 C 4.9899 -2.7390 2.3687
60 C 5.7487 -1.6120 2.6580
61 C 5.2425 -0.3420 2.4126
62 C 3.9738 -0.1956 1.8764
63 H 3.1123 -3.4604 1.5974
64 H 5.3891 -3.7256 2.5619
65 H 6.7403 -1.7242 3.0767
66 H 5.8384 0.5319 2.6389
67 H 3.5640 0.7852 1.6780

Results
net charge	+1
HOMO	-11.3977	eV
relative energy (zero: lowest compared OMol25 entry of this formula, charge and spin)	11.2	kcal per mole
gap between HOMO and LUMO	8.22	eV

Charges in e, computed with Löwdin, in the same order as the atoms: number 1, Pd, carries 0.89; number 2, N, carries -0.06; number 3, P, carries 0.96; number 4, C, carries -0.34; number 5, C, carries -0.08; number 6, C, carries -0.06; number 7, C, carries -0.06; number 8, C, carries -0.05; number 9, C, carries -0.08; number 10, C, carries -0.34; number 11, C, carries -0.08; number 12, C, carries -0.06; number 13, C, carries -0.06; number 14, C, carries -0.07; number 15, C, carries -0.08; number 16, C, carries -0.35; number 17, C, carries 0.01; number 18, C, carries -0.04; number 19, C, carries -0.04; number 20, C, carries -0.08; number 21, N, carries -0.04; number 22, H, carries 0.13; number 23, H, carries 0.11; number 24, H, carries 0.11; number 25, H, carries 0.11; number 26, H, carries 0.11; number 27, H, carries 0.09; number 28, H, carries 0.12; number 29, H, carries 0.11; number 30, H, carries 0.11; number 31, H, carries 0.11; number 32, H, carries 0.10; number 33, H, carries 0.12; number 34, H, carries 0.12; number 35, H, carries 0.12; number 36, H, carries 0.12; number 37, C, carries 0.00; number 38, C, carries -0.37; number 39, O, carries 0.00; number 40, C, carries -0.16; number 41, C, carries -0.03; number 42, C, carries -0.06; number 43, C, carries -0.06; number 44, C, carries -0.06; number 45, C, carries -0.03; number 46, H, carries 0.08; number 47, H, carries 0.09; number 48, H, carries 0.10; number 49, H, carries 0.08; number 50, H, carries 0.11; number 51, H, carries 0.11; number 52, H, carries 0.11; number 53, H, carries 0.11; number 54, O, carries -0.04; number 55, C, carries -0.60; number 56, O, carries -0.16; number 57, C, carries -0.15; number 58, C, carries -0.01; number 59, C, carries -0.07; number 60, C, carries -0.07; number 61, C, carries -0.07; number 62, C, carries -0.02; number 63, H, carries 0.12; number 64, H, carries 0.11; number 65, H, carries 0.11; number 66, H, carries 0.11; number 67, H, carries 0.12

---

No. 3
Below is C24H19Cl2N5O9Pd as an isolated structure, with properties calculated with ωB97M-V/def2-TZVPD.

Geometry (Å):
1 Pd 2.2998 0.4718 0.2044
2 O 0.1350 -1.3890 5.8704
3 C -0.5782 -0.4722 5.3493
4 O -1.5263 0.1067 5.8800
5 C -0.2059 -0.0612 3.9375
6 C -0.8368 0.9103 3.1931
7 Cl -2.1907 1.8899 3.5370
8 N -0.2242 0.9936 1.9885
9 N 0.7818 0.1101 1.9011
10 C 0.8186 -0.5267 3.0614
11 C 1.9102 -1.5534 3.2504
12 O 1.9211 -2.1745 4.4005
13 O 2.7147 -1.7519 2.3684
14 C -0.4884 1.8601 0.8864
15 C -0.7168 1.2928 -0.3551
16 C -0.8921 2.1234 -1.4525
17 C -0.8561 3.5009 -1.2943
18 C -0.6331 4.0553 -0.0396
19 C -0.4370 3.2340 1.0580
20 H 1.1348 -1.8400 5.0524
21 H -0.7402 0.2163 -0.4564
22 H -1.0315 1.6751 -2.4272
23 H -0.9840 4.1477 -2.1542
24 H -0.5831 5.1303 0.0814
25 H -0.2197 3.6452 2.0344
26 O 0.9184 -3.0047 -2.5815
27 Cl 0.6977 -1.7644 -1.8750
28 O 1.9755 -1.3151 -1.3390
29 O 0.1924 -0.7690 -2.7901
30 O -0.2350 -1.9658 -0.7997
31 C 4.5445 -5.5861 -4.3541
32 C 4.9701 -4.1521 -4.1747
33 C 4.0985 -3.2108 -3.6374
34 C 4.4761 -1.8828 -3.4977
35 C 5.7608 -1.4762 -3.8472
36 N 6.1775 -0.1368 -3.7064
37 C 6.0918 0.7004 -2.5948
38 O 6.5500 1.8307 -2.6628
39 N 5.5281 0.1591 -1.4871
40 C 5.0998 0.9344 -0.3639
41 C 5.7907 0.9464 0.8012
42 C 5.2334 1.6285 1.9118
43 C 4.0023 2.2011 1.7802
44 N 3.3016 2.2747 0.6095
45 C 3.8454 1.6324 -0.4820
46 C 6.6398 -2.4144 -4.3838
47 C 6.2392 -3.7303 -4.5554
48 H 3.6866 -5.8168 -3.7237
49 H 5.3522 -6.2751 -4.0994
50 H 4.2553 -5.7848 -5.3898
51 H 3.0982 -3.4877 -3.3263
52 H 3.7531 -1.1760 -3.1075
53 H 6.8355 0.2162 -4.3797
54 H 5.1115 -0.7557 -1.5583
55 H 6.7285 0.4101 0.8769
56 H 5.7423 1.6503 2.8663
57 H 3.5133 2.6639 2.6321
58 H 3.5599 1.9988 -1.4669
59 H 7.6456 -2.1075 -4.6486
60 H 6.9396 -4.4480 -4.9710

Results
net charge	-2
HOMO	-2.0881	eV
relative energy (zero: lowest compared OMol25 entry of this formula, charge and spin)	0.5	kcal per mole
gap between HOMO and LUMO	6.27	eV

Charges in e, computed with Löwdin, in the same order as the atoms: number 1, Pd, carries 0.64; number 2, O, carries -0.02; number 3, C, carries -0.62; number 4, O, carries -0.03; number 5, C, carries -0.05; number 6, C, carries -0.59; number 7, Cl, carries 0.76; number 8, N, carries -0.08; number 9, N, carries 0.10; number 10, C, carries -0.11; number 11, C, carries -0.52; number 12, O, carries 0.07; number 13, O, carries 0.06; number 14, C, carries -0.23; number 15, C, carries -0.02; number 16, C, carries -0.07; number 17, C, carries -0.10; number 18, C, carries -0.09; number 19, C, carries -0.05; number 20, H, carries 0.03; number 21, H, carries 0.08; number 22, H, carries 0.10; number 23, H, carries 0.09; number 24, H, carries 0.09; number 25, H, carries 0.11; number 26, O, carries -0.37; number 27, Cl, carries 0.65; number 28, O, carries -0.43; number 29, O, carries -0.36; number 30, O, carries -0.35; number 31, C, carries -0.06; number 32, C, carries -0.28; number 33, C, carries -0.01; number 34, C, carries -0.01; number 35, C, carries -0.25; number 36, N, carries 0.12; number 37, C, carries -0.55; number 38, O, carries 0.04; number 39, N, carries 0.14; number 40, C, carries -0.26; number 41, C, carries -0.05; number 42, C, carries -0.12; number 43, C, carries -0.21; number 44, N, carries -0.07; number 45, C, carries -0.28; number 46, C, carries -0.04; number 47, C, carries -0.07; number 48, H, carries 0.08; number 49, H, carries 0.07; number 50, H, carries 0.07; number 51, H, carries 0.09; number 52, H, carries 0.11; number 53, H, carries 0.13; number 54, H, carries 0.12; number 55, H, carries 0.10; number 56, H, carries 0.08; number 57, H, carries 0.09; number 58, H, carries 0.10; number 59, H, carries 0.10; number 60, H, carries 0.10

---

Question: Among the records above, which one has the lowest relative energy (zero: lowest compared OMol25 entry of this formula, charge and spin)?
Answer: C4H6CoO

---

Repeat the first record exactly.
Below is C4H6CoO as an isolated structure, with properties calculated with ωB97M-V/def2-TZVPD.

Geometry (Å):
1 H -1.7951 -0.0831 1.0224
2 C -1.1912 1.5261 -0.3576
3 C -1.0004 0.5606 0.5343
4 C 0.1578 -0.3256 0.6795
5 H -2.1078 2.1166 -0.3537
6 H -0.3663 1.8774 -0.9810
7 H 0.6191 -0.3697 1.6696
8 C 0.5223 -1.4653 -0.2801
9 O 1.2069 -0.2266 -0.4021
10 Co 3.0028 0.3468 -0.5304
11 H 1.1340 -2.2912 0.0891
12 H -0.1822 -1.6660 -1.0900

Results
net charge	+1
HOMO (alpha / beta)	-12.7235 / -14.2901	eV
relative energy (zero: lowest compared OMol25 entry of this formula, charge and spin)	0.0	kcal per mole
⟨S²⟩	6.003
spin multiplicity	5
gap between HOMO and LUMO (alpha / beta)	8.92 / 7.75	eV

Charges in e, computed with Löwdin, in the same order as the atoms: number 1, H, carries 0.15; number 2, C, carries 0.07; number 3, C, carries -0.14; number 4, C, carries -0.18; number 5, H, carries 0.08; number 6, H, carries 0.07; number 7, H, carries 0.15; number 8, C, carries -0.04; number 9, O, carries -0.39; number 10, Co, carries 0.96; number 11, H, carries 0.13; number 12, H, carries 0.14